Entry from the OMol25 dataset: C24H24BF2N6O2SY as an isolated structure (ωB97M-V/def2-TZVPD).

Summary:
HOMO level ... -4.79 eV
LUMO level ... -0.0185 Ha
Largest force on an atom ... 0.8 eV Å⁻¹
Orbital gap ... 0.1577 hartree
Energy relative to the best compared isomer or geometry (same formula, charge and spin) ... 2.093 eV

Atoms and positions in Å:
Y 0.19268 -0.12174 0.25259
O 0.71065 1.37470 -1.83901
C 1.29240 1.00517 -3.04947
C 0.73025 1.43702 -4.23519
C 1.31433 1.07782 -5.43996
C 2.45522 0.29101 -5.45697
C 2.99697 -0.14616 -4.26203
C 2.42238 0.18347 -3.03289
C 3.04752 -0.41538 -1.83962
N 2.50842 -0.55307 -0.69920
C 3.25382 -1.29351 0.32610
C 2.49025 -2.56921 0.70624
N 1.04978 -2.36448 0.58043
C 0.28787 -3.38422 0.70073
C -1.13356 -3.40641 0.43183
C -1.90493 -4.45092 0.95985
C -3.24841 -4.56121 0.68198
C -3.83036 -3.63601 -0.19427
C -3.09367 -2.62273 -0.76195
C -1.72465 -2.45422 -0.44797
O -1.04141 -1.47003 -0.94194
H -0.16117 2.04792 -4.21390
H 0.87089 1.41809 -6.36576
H 2.91459 0.01366 -6.39527
H 3.88079 -0.77187 -4.26910
H 4.04819 -0.81885 -2.02849
H 3.36717 -0.64259 1.18982
H 4.24930 -1.56302 -0.04222
H 2.75428 -2.84409 1.73114
H 2.79466 -3.38524 0.04400
H 0.72891 -4.34474 0.99524
H -1.42281 -5.17578 1.60773
H -3.83778 -5.36043 1.10963
H -4.88259 -3.72509 -0.43998
H -3.54049 -1.90521 -1.43760
C -0.55112 -1.23186 4.53303
C -0.03790 -0.49223 3.33826
N -0.84710 -0.39758 2.19260
N -2.20333 -0.55262 2.36675
C -3.06197 0.01312 1.54233
N -4.40022 -0.24849 1.76264
S -2.57868 1.03459 0.27574
C 1.20106 0.06479 3.21286
C 2.25809 0.01841 4.20797
C 3.40024 0.71717 4.05291
C 3.59839 1.52162 2.87734
C 2.62875 1.46872 1.92641
N 1.49656 0.73050 1.98548
H -1.37650 -0.70562 5.02770
H -0.91396 -2.23366 4.26639
H 0.22389 -1.36790 5.28332
H -2.53628 -1.10424 3.14706
H -4.61178 -1.17435 2.10676
H -4.97453 0.01053 0.97687
H 2.11177 -0.57350 5.10238
H 4.16758 0.67715 4.81648
H 4.47447 2.13928 2.74735
H 2.76292 2.02704 0.99922
F -0.00577 2.84136 -0.25934
B 0.39897 2.67016 -1.50099
F 0.52202 3.67741 -2.33606

The computed natural (NBO) charges, all in e, follow: number 1, Y, carries 1.925; number 2, O, carries -0.744; number 3, C, carries 0.380; number 4, C, carries -0.261; number 5, C, carries -0.166; number 6, C, carries -0.217; number 7, C, carries -0.144; number 8, C, carries -0.180; number 9, C, carries 0.170; number 10, N, carries -0.462; number 11, C, carries -0.251; number 12, C, carries -0.240; number 13, N, carries -0.541; number 14, C, carries 0.216; number 15, C, carries -0.241; number 16, C, carries -0.141; number 17, C, carries -0.298; number 18, C, carries -0.191; number 19, C, carries -0.255; number 20, C, carries 0.408; number 21, O, carries -0.841; number 22, H, carries 0.236; number 23, H, carries 0.226; number 24, H, carries 0.226; number 25, H, carries 0.219; number 26, H, carries 0.169; number 27, H, carries 0.259; number 28, H, carries 0.184; number 29, H, carries 0.219; number 30, H, carries 0.190; number 31, H, carries 0.161; number 32, H, carries 0.204; number 33, H, carries 0.212; number 34, H, carries 0.208; number 35, H, carries 0.219; number 36, C, carries -0.652; number 37, C, carries 0.053; number 38, N, carries -0.650; number 39, N, carries -0.373; number 40, C, carries 0.299; number 41, N, carries -0.814; number 42, S, carries -0.293; number 43, C, carries 0.069; number 44, C, carries -0.235; number 45, C, carries -0.221; number 46, C, carries -0.392; number 47, C, carries 0.048; number 48, N, carries -0.791; number 49, H, carries 0.201; number 50, H, carries 0.194; number 51, H, carries 0.227; number 52, H, carries 0.387; number 53, H, carries 0.381; number 54, H, carries 0.402; number 55, H, carries 0.198; number 56, H, carries 0.203; number 57, H, carries 0.208; number 58, H, carries 0.169; number 59, F, carries -0.438; number 60, B, carries 1.433; number 61, F, carries -0.469



Entry from the OMol25 dataset: a 4-piece molecular cluster, C26H29FN5O12 overall at a distorted geometry (ωB97M-V/def2-TZVPD).

Summary:
HOMO level ... -10.75 eV
LUMO level ... -0.1158 Ha
Largest force on an atom ... 2.6 eV Å⁻¹
Orbital gap ... 0.2793 hartree
Net charge ... +1

Atoms and positions in Å:
N -0.19092 -2.15460 2.06273
C -0.35711 -2.72153 3.43847
C -0.45624 -4.28668 3.34811
C 0.78785 -5.06149 3.87722
C 2.17755 -4.51821 3.40715
N 2.88379 -5.37151 2.42914
C 4.08996 -5.88125 2.67440
N 4.52153 -6.58691 1.61312
C 3.53685 -6.49243 0.70308
N 3.52634 -7.00418 -0.53818
N 2.52372 -5.73982 1.20264
C 1.29058 -5.40883 0.48295
C 0.39282 -6.67666 0.44872
F -0.44631 -6.65264 -0.64860
H 0.72585 -2.42650 1.70272
H -0.85234 -2.59851 1.42423
H -1.25798 -2.24233 3.84837
H 0.55038 -2.39306 3.98038
H -0.77403 -4.59722 2.33426
H -1.30269 -4.58414 4.00514
H 0.76328 -5.17315 4.97521
H 0.71088 -6.09751 3.47809
H 2.16517 -3.48860 3.01042
H 2.83021 -4.49047 4.29828
H 4.63867 -5.70793 3.60124
H 2.68324 -7.41550 -0.91026
H 4.32571 -6.92949 -1.15394
H 1.57167 -5.14732 -0.55830
H 0.79770 -4.51613 0.89595
H -0.23459 -6.75268 1.35595
H 1.02095 -7.58903 0.38881
C -0.45042 0.96389 0.01032
C -0.06085 1.22482 -1.24015
C -0.46893 2.48020 -1.94295
O -0.07383 2.68382 -3.07559
C -1.33490 3.41287 -1.23313
C -1.72848 3.15174 0.01785
C -1.29908 1.90952 0.73132
O -1.66838 1.72484 1.87570
O -2.52574 3.98763 0.69687
O 0.71726 0.37678 -1.93140
H -0.16075 0.06067 0.53149
H -1.63707 4.30755 -1.75831
H -2.65861 3.57309 1.57122
H 0.85502 0.79785 -2.80189
C -4.43273 2.21651 -5.23832
C -4.85722 2.13853 -6.50440
C -3.92166 2.32446 -7.65821
O -4.35555 2.22451 -8.79013
C -2.52371 2.62321 -7.36772
C -2.09453 2.70573 -6.10193
C -3.03014 2.49197 -4.94515
O -2.59754 2.55763 -3.80878
O -0.81446 2.98105 -5.81650
O -6.13522 1.89008 -6.80643
H -5.09917 2.08200 -4.39770
H -1.86299 2.77217 -8.21020
H -0.73544 2.98740 -4.83996
H -6.17884 1.88390 -7.78256
C 0.41188 6.36992 3.64873
C -0.06648 6.30511 2.40097
C 0.81930 6.50286 1.20973
O 0.33817 6.41364 0.09505
C 2.22885 6.79895 1.44361
C 2.70656 6.86755 2.69139
C 1.82649 6.64270 3.88200
O 2.31431 6.69762 4.99502
O 3.99197 7.13891 2.94139
O -1.35614 6.05921 2.14883
H -0.21706 6.22665 4.51632
H 2.85471 6.95695 0.57638
H 4.07882 7.12952 3.91431
H -1.43989 6.06237 1.17539

The computed Löwdin charges, all in e, follow: number 1, N, carries -0.015; number 2, C, carries -0.227; number 3, C, carries -0.190; number 4, C, carries -0.147; number 5, C, carries -0.077; number 6, N, carries -0.033; number 7, C, carries -0.037; number 8, N, carries 0.182; number 9, C, carries -0.356; number 10, N, carries 0.197; number 11, N, carries 0.027; number 12, C, carries -0.044; number 13, C, carries -0.167; number 14, F, carries -0.017; number 15, H, carries 0.042; number 16, H, carries 0.072; number 17, H, carries 0.116; number 18, H, carries 0.110; number 19, H, carries 0.087; number 20, H, carries 0.117; number 21, H, carries 0.123; number 22, H, carries 0.108; number 23, H, carries 0.123; number 24, H, carries 0.136; number 25, H, carries 0.160; number 26, H, carries 0.109; number 27, H, carries 0.136; number 28, H, carries 0.150; number 29, H, carries 0.103; number 30, H, carries 0.122; number 31, H, carries 0.124; number 32, C, carries 0.073; number 33, C, carries -0.223; number 34, C, carries -0.302; number 35, O, carries 0.080; number 36, C, carries 0.078; number 37, C, carries -0.222; number 38, C, carries -0.308; number 39, O, carries 0.113; number 40, O, carries 0.099; number 41, O, carries 0.101; number 42, H, carries 0.106; number 43, H, carries 0.145; number 44, H, carries 0.124; number 45, H, carries 0.121; number 46, C, carries 0.075; number 47, C, carries -0.235; number 48, C, carries -0.317; number 49, O, carries 0.114; number 50, C, carries 0.075; number 51, C, carries -0.222; number 52, C, carries -0.291; number 53, O, carries 0.104; number 54, O, carries 0.109; number 55, O, carries 0.113; number 56, H, carries 0.135; number 57, H, carries 0.137; number 58, H, carries 0.077; number 59, H, carries 0.122; number 60, C, carries 0.077; number 61, C, carries -0.231; number 62, C, carries -0.312; number 63, O, carries 0.109; number 64, C, carries 0.076; number 65, C, carries -0.235; number 66, C, carries -0.316; number 67, O, carries 0.112; number 68, O, carries 0.112; number 69, O, carries 0.098; number 70, H, carries 0.137; number 71, H, carries 0.137; number 72, H, carries 0.121; number 73, H, carries 0.105